No. 1
{
  "formula": "C5H15NO2",
  "method": "the ωB97M-V functional and the def2-TZVPD basis",
  "species": ["C", "C", "C", "C", "C", "N", "H", "H", "H", "H", "H", "H", "H", "H", "H", "H", "H", "O", "H", "H", "O", "H", "H"],
  "xyz": [[0.7714, -1.8772, -2.2009], [-0.2378, -1.4768, -1.1215], [-0.7567, -0.0606, -1.2955], [-0.4777, 0.9640, -0.4954], [-1.0932, 2.3212, -0.6462], [0.5403, 0.9420, 0.5093], [0.6810, -1.2202, -3.0660], [0.5841, -2.8842, -2.5788], [1.7920, -1.8700, -1.8214], [-1.0928, -2.1465, -1.0442], [0.2071, -1.5410, -0.1281], [-1.4986, -0.0125, -2.0889], [-1.9327, 2.4051, 0.0252], [-1.5210, 2.5504, -1.6215], [-0.3917, 3.0795, -0.3061], [0.6951, 0.1242, 1.0774], [1.4042, 1.3054, 0.1452], [2.5820, -1.5615, 1.8195], [2.0994, -1.1319, 2.5376], [3.3839, -1.0198, 1.8176], [-1.9345, 1.0574, 2.4020], [-1.2945, 0.6422, 1.8116], [-1.8356, 0.7212, 3.2914]],
  "forces_ev_per_angstrom": [[-0.30, -0.46, -0.19], [0.15, 0.75, 0.66], [-0.33, -1.23, 0.28], [0.42, 0.04, -0.87], [-0.23, 0.16, 0.12], [-0.38, 0.32, 0.54], [0.18, 0.10, 0.03], [0.02, -0.06, 0.11], [0.01, 0.22, -0.08], [-0.09, -0.12, -0.42], [0.29, -0.15, -0.06], [-0.06, 0.58, 0.13], [-0.33, -0.01, 0.56], [0.42, -0.15, -0.20], [0.08, 0.16, -0.31], [0.06, -0.33, -0.64], [0.22, 0.05, 0.15], [0.13, 0.65, 0.35], [-0.20, -0.33, 0.02], [0.06, -0.30, -0.30], [-0.44, 0.29, -0.33], [0.03, 0.09, 0.42], [0.27, -0.27, 0.03]],
  "de_lowest_kcal_mol": 33.2,
  "smiles": "CC/C=C(/C)N.O.O",
  "homo_energy_ev": -8.530,
  "total_charge": 0
}



No. 2
{
  "formula": "C52H68BGe2IN8OSV",
  "method": "the ωB97M-V functional and the def2-TZVPD basis",
  "species": ["V", "C", "C", "C", "C", "C", "N", "N", "B", "N", "N", "C", "C", "C", "C", "C", "N", "N", "C", "C", "C", "C", "C", "H", "H", "H", "H", "H", "H", "H", "H", "H", "H", "H", "H", "H", "H", "H", "H", "H", "H", "H", "H", "H", "H", "I", "C", "C", "C", "C", "C", "C", "C", "C", "C", "C", "H", "H", "H", "H", "H", "H", "C", "C", "Ge", "C", "C", "C", "C", "Ge", "C", "C", "C", "C", "C", "C", "C", "C", "C", "C", "H", "H", "H", "H", "H", "H", "H", "H", "H", "H", "H", "H", "H", "H", "H", "H", "H", "H", "H", "H", "H", "H", "H", "H", "H", "H", "C", "C", "C", "N", "C", "S", "N", "C", "O", "C", "C", "C", "C", "C", "C", "H", "H", "H", "H", "H", "H", "H", "H", "H", "H", "H", "H", "H", "H"],
  "xyz": [[0.4657, -0.6572, -0.7370], [3.1431, 1.9253, -0.8938], [2.9010, 0.9530, -2.0010], [3.6536, 0.8448, -3.1743], [3.0800, -0.1833, -3.8977], [3.5011, -0.7646, -5.2080], [2.0459, -0.6484, -3.1870], [1.9104, 0.0495, -2.0118], [1.0090, -1.7400, -3.5703], [1.1243, -2.8773, -2.5238], [1.2012, -2.5999, -1.1784], [1.5994, -3.7381, -0.5942], [1.9706, -3.8976, 0.8459], [1.7203, -4.7505, -1.5497], [1.4137, -4.1624, -2.7631], [1.4104, -4.7715, -4.1305], [-0.4227, -1.1592, -3.5884], [-0.8991, -0.4124, -2.5442], [-2.0760, 0.0707, -2.9344], [-2.9405, 0.9688, -2.1062], [-2.3563, -0.3502, -4.2426], [-1.2853, -1.1304, -4.6209], [-1.0579, -1.8577, -5.9088], [4.2002, 1.9203, -0.6187], [2.8897, 2.9331, -1.2258], [2.5500, 1.6912, -0.0145], [4.5170, 1.4323, -3.4488], [4.4043, -0.2636, -5.5525], [3.7121, -1.8309, -5.1149], [2.7275, -0.6452, -5.9684], [1.2737, -2.1689, -4.6591], [2.4045, -2.9922, 1.2606], [1.1313, -4.1653, 1.4704], [2.7074, -4.6978, 0.9199], [2.0213, -5.7732, -1.3717], [1.5530, -5.8476, -4.0426], [0.4680, -4.5880, -4.6497], [2.2128, -4.3676, -4.7506], [-2.6506, 0.9682, -1.0576], [-2.8808, 1.9968, -2.4743], [-3.9820, 0.6510, -2.1804], [-3.2361, -0.1188, -4.8247], [-1.9165, -1.7074, -6.5620], [-0.1656, -1.4987, -6.4242], [-0.9365, -2.9299, -5.7435], [-1.6889, -2.8908, -2.1056], [-3.1385, -1.5704, -1.3764], [-4.2263, -1.4042, -2.1945], [-5.1577, -0.3759, -1.9502], [-4.9184, 0.5062, -0.9377], [-3.7965, 0.3513, -0.0898], [-3.5374, 1.3461, 0.8963], [-2.4551, 1.2439, 1.7029], [-1.6794, 0.0545, 1.6694], [-1.9018, -0.9786, 0.7852], [-2.9164, -0.7609, -0.2274], [-4.3503, -2.0457, -3.0565], [-6.0180, -0.2625, -2.5994], [-5.5701, 1.3599, -0.7796], [-4.2158, 2.1906, 0.9707], [-2.2256, 2.0141, 2.4322], [-0.9573, -0.0879, 2.4663], [2.6157, 1.3276, 3.6809], [1.4216, 1.1520, 2.7331], [1.4446, -0.5033, 1.5801], [3.3960, -0.9909, 1.5509], [4.0329, -1.6275, 2.7963], [0.7449, -1.6499, 3.0613], [-0.3475, -2.3819, 3.2860], [-1.7253, -2.6893, 1.8829], [-1.6504, -4.4098, 0.9407], [-1.4466, -5.6940, 1.7590], [-3.5994, -2.4991, 2.5238], [-4.2977, -3.4707, 3.4835], [-0.5350, -3.0653, 4.6306], [0.1350, -2.6226, 5.7833], [0.0228, -3.2861, 6.9943], [-0.7724, -4.4200, 7.1107], [-1.4729, -4.8554, 5.9998], [-1.3581, -4.1767, 4.7907], [2.5466, 2.2624, 4.2485], [3.5635, 1.3463, 3.1329], [2.6775, 0.5135, 4.4096], [1.3325, 2.0309, 2.0910], [0.4934, 1.1120, 3.3177], [3.9374, -0.0759, 1.2873], [3.5232, -1.6580, 0.6930], [4.0980, -0.9181, 3.6239], [5.0494, -1.9798, 2.5914], [3.4605, -2.4899, 3.1550], [1.4450, -1.6001, 3.9015], [-0.8652, -4.3359, 0.1953], [-2.5937, -4.4648, 0.3904], [-0.5816, -5.6376, 2.4241], [-1.2858, -6.5356, 1.0796], [-2.3170, -5.9408, 2.3711], [-4.1597, -2.4737, 1.5840], [-3.6485, -1.4859, 2.9319], [-4.2636, -4.5051, 3.1226], [-5.3534, -3.2006, 3.5811], [-3.8647, -3.4497, 4.4801], [0.7444, -1.7281, 5.7433], [0.5581, -2.9098, 7.8584], [-0.8512, -4.9457, 8.0551], [-2.1164, -5.7247, 6.0654], [-1.9295, -4.5358, 3.9494], [-0.4895, 7.3842, 1.3467], [-0.0393, 6.0042, 1.8266], [-0.8237, 4.8595, 1.1987], [-0.4631, 4.7054, -0.2114], [-0.1506, 3.5638, -0.8191], [-0.3163, 2.0637, -0.1262], [0.2971, 3.6479, -2.1340], [0.6941, 4.7263, -2.9318], [0.5693, 4.6475, -4.1276], [1.3404, 5.9194, -2.2932], [1.0684, 7.1705, -2.8308], [1.6799, 8.2993, -2.3041], [2.5865, 8.1708, -1.2595], [2.8840, 6.9141, -0.7439], [2.2557, 5.7892, -1.2553], [0.0753, 8.1761, 1.8413], [-1.5496, 7.5431, 1.5607], [-0.3392, 7.5122, 0.2675], [-0.1557, 5.9315, 2.9101], [1.0225, 5.8651, 1.6042], [-1.8982, 5.0449, 1.2755], [-0.6108, 3.9209, 1.7012], [-0.3844, 5.5561, -0.7457], [0.1838, 2.7854, -2.6499], [0.3724, 7.2463, -3.6581], [1.4576, 9.2761, -2.7158], [3.0706, 9.0503, -0.8524], [3.6075, 6.8115, 0.0556], [2.4849, 4.8093, -0.8533]],
  "forces_ev_per_angstrom": [[-1.25, 0.92, 0.24], [0.03, -0.14, 0.02], [-0.14, -0.12, -0.05], [0.12, 0.09, -0.01], [0.11, -0.03, -0.01], [-0.04, 0.04, 0.01], [-0.56, 0.09, 0.09], [0.82, 0.00, -0.88], [0.04, 0.27, 0.16], [0.55, 0.20, -0.01], [0.69, -0.41, -0.37], [0.15, 0.00, 0.10], [0.04, 0.12, -0.16], [-0.01, -0.14, -0.06], [0.08, -0.22, 0.05], [0.01, 0.02, 0.10], [1.45, 1.66, -1.40], [0.85, 1.14, -0.70], [0.63, 1.75, -0.25], [3.73, 1.90, -3.00], [0.00, -0.14, -0.29], [0.18, 0.34, -0.16], [-0.05, 0.10, 0.11], [-0.05, 0.00, -0.01], [0.00, -0.07, 0.01], [-0.05, -0.03, 0.05], [-0.06, -0.06, 0.02], [-0.01, 0.00, -0.01], [0.00, 0.03, 0.00], [0.02, 0.01, 0.03], [-0.06, 0.00, 0.15], [-0.16, -0.25, -0.10], [-0.35, -0.09, 0.15], [0.00, 0.00, 0.02], [-0.03, 0.12, -0.04], [-0.01, 0.02, -0.01], [0.03, -0.01, 0.04], [-0.03, 0.01, 0.03], [1.15, 1.29, -2.37], [0.14, 0.20, -0.18], [3.06, 1.73, -1.46], [0.07, -0.04, 0.03], [0.02, -0.01, 0.02], [-0.02, -0.01, 0.04], [-0.02, 0.01, 0.02], [-3.09, -3.11, 2.02], [-0.26, -1.00, 0.62], [-1.28, -0.33, 0.36], [-1.95, -2.27, 0.70], [-2.51, -0.86, 2.36], [-1.80, -0.91, 2.53], [-0.53, -0.26, 0.17], [0.03, -0.31, 0.23], [-0.30, 0.27, 0.24], [-0.16, -0.08, -0.19], [-0.69, -1.54, 0.98], [0.00, 0.03, 0.05], [0.05, 0.03, 0.04], [0.07, -0.05, -0.01], [0.04, -0.05, -0.06], [0.01, -0.09, -0.07], [-0.21, 0.06, -0.10], [-0.14, 0.00, -0.02], [0.15, 0.18, 0.12], [0.45, -0.04, 0.41], [0.25, -0.04, 0.29], [0.06, 0.01, -0.13], [0.46, -0.02, 0.05], [-0.36, -0.53, 0.33], [-0.27, 0.05, 0.13], [0.19, -0.20, 0.11], [-0.02, 0.11, -0.06], [-0.05, -0.01, 0.22], [0.06, -0.02, -0.22], [0.12, 0.25, -0.06], [-0.06, 0.10, -0.09], [0.02, 0.02, -0.03], [0.00, 0.00, -0.01], [0.01, 0.07, -0.06], [0.00, -0.05, -0.12], [0.01, -0.03, -0.02], [-0.09, 0.00, 0.05], [-0.02, 0.08, -0.06], [0.03, 0.04, -0.01], [0.09, 0.08, -0.01], [0.01, 0.02, 0.00], [0.12, 0.18, -0.03], [-0.02, -0.09, -0.06], [-0.02, 0.01, 0.03], [0.04, 0.06, -0.04], [-0.04, -0.05, -0.01], [0.03, -0.07, -0.06], [0.10, -0.02, -0.03], [-0.02, 0.01, -0.04], [-0.01, 0.02, 0.04], [0.03, 0.04, 0.00], [-0.01, 0.05, -0.02], [-0.08, 0.03, 0.00], [0.03, 0.10, 0.03], [0.04, -0.03, -0.02], [0.03, 0.01, 0.05], [-0.02, -0.02, -0.04], [-0.01, 0.00, -0.03], [0.00, 0.04, -0.04], [0.01, 0.02, -0.02], [0.01, -0.05, -0.06], [0.03, -0.07, -0.06], [-0.04, 0.12, -0.03], [0.15, 0.02, -0.22], [-0.10, 0.20, 0.24], [0.28, -0.26, -0.59], [0.25, 0.05, 0.19], [0.01, 0.14, 0.10], [-0.02, -0.03, 0.24], [0.02, 0.01, -0.28], [-0.09, -0.17, -0.04], [-0.10, 0.16, -0.04], [0.00, -0.02, 0.00], [0.01, -0.03, -0.01], [0.00, 0.05, -0.01], [0.05, -0.01, 0.13], [-0.02, -0.04, -0.03], [0.04, 0.00, -0.02], [0.00, 0.00, 0.10], [0.01, 0.04, -0.01], [-0.02, -0.04, 0.08], [-0.04, -0.02, 0.01], [0.05, -0.10, -0.05], [0.01, 0.03, 0.01], [0.00, -0.09, -0.04], [0.06, 0.00, 0.03], [0.00, -0.04, 0.02], [-0.01, -0.03, -0.01], [-0.03, 0.00, -0.02], [-0.05, 0.10, 0.02]],
  "homo_energy_ev": [-6.409, -5.825],
  "total_charge": 0,
  "s_squared": 0.756,
  "spin_multiplicity": 2
}



No. 3
{
  "formula": "C21H12Cl4GeIN4O3STi",
  "method": "the ωB97M-V functional and the def2-TZVPD basis",
  "species": ["Ti", "O", "C", "N", "C", "O", "C", "C", "C", "C", "C", "N", "C", "C", "C", "C", "C", "N", "H", "H", "H", "H", "H", "H", "H", "H", "Cl", "C", "C", "C", "I", "C", "O", "C", "N", "C", "C", "C", "C", "H", "H", "H", "H", "S", "Cl", "Ge", "Cl", "Cl"],
  "xyz": [[-0.8558, -0.3906, 0.1387], [-3.5809, -0.8240, 2.8307], [-2.6651, -0.3591, 2.2126], [-1.4296, -0.9254, 1.9323], [-0.5013, -1.3889, 2.8037], [-0.6724, -1.9104, 3.8852], [0.8767, -0.9339, 2.3483], [1.9880, -1.1242, 3.1470], [3.1562, -0.4277, 2.8964], [3.1746, 0.4619, 1.8323], [2.0453, 0.5907, 1.0554], [0.9123, -0.0900, 1.2795], [-2.5818, 1.1020, 1.7638], [-3.2954, 2.0653, 2.4344], [-2.9139, 3.3963, 2.3181], [-1.8409, 3.7091, 1.5178], [-1.2144, 2.6897, 0.8178], [-1.5768, 1.4152, 0.9176], [1.8879, -1.8038, 3.9834], [4.0333, -0.5602, 3.5163], [4.0490, 1.0608, 1.6181], [2.0315, 1.2709, 0.2149], [-4.1124, 1.7404, 3.0648], [-3.4349, 4.1705, 2.8683], [-1.5005, 4.7274, 1.3974], [-0.4047, 2.9108, 0.1325], [3.0856, -3.4569, -4.5916], [1.9877, -3.0908, -3.2722], [1.4322, -4.1250, -2.5778], [0.5700, -3.8655, -1.5002], [-0.2707, -5.4367, -0.4181], [0.2338, -2.5752, -1.1196], [-0.5435, -2.2796, -0.1295], [0.8166, -1.5010, -1.8900], [0.4487, -0.2399, -1.4984], [0.9513, 0.7889, -2.1496], [1.8321, 0.6332, -3.2366], [2.2078, -0.6078, -3.6459], [1.6960, -1.7412, -2.9609], [1.6557, -5.1427, -2.8652], [0.6366, 1.7830, -1.8423], [2.1887, 1.5192, -3.7455], [2.8777, -0.7459, -4.4841], [-2.7338, -0.5728, -1.3242], [-4.1516, 2.8356, -1.0143], [-2.4446, 1.6660, -2.0601], [-3.3577, 1.6999, -4.1719], [-0.6926, 3.8825, -2.4292]],
  "forces_ev_per_angstrom": [[-2.59, 0.22, -3.00], [-0.38, -0.02, 0.20], [0.53, 0.22, 0.16], [-0.02, -0.21, 1.54], [-1.28, 0.19, -0.42], [0.44, -0.19, 0.44], [0.41, 0.85, -0.29], [-0.03, -0.37, 0.31], [-0.08, 0.02, -0.27], [0.25, -0.04, 0.31], [-0.55, -0.19, -0.28], [1.51, -0.42, 1.41], [0.05, 0.13, 0.12], [-0.32, -0.08, 0.15], [-0.09, -0.08, 0.05], [0.03, 0.15, -0.01], [0.13, -0.06, -0.37], [-0.43, 1.11, 1.41], [-0.01, 0.04, 0.01], [-0.02, -0.02, 0.05], [-0.02, 0.00, -0.06], [-0.04, 0.00, -0.08], [0.03, 0.06, 0.04], [-0.06, -0.03, -0.05], [0.02, -0.02, -0.08], [-0.11, 0.07, -0.13], [-0.02, 0.03, 0.00], [0.09, -0.05, -0.15], [-0.07, 0.09, 0.09], [-0.04, -0.12, -0.07], [0.07, 0.03, -0.05], [0.05, 0.05, 0.06], [1.16, -1.53, -0.35], [-0.01, -0.15, -0.07], [1.20, -0.09, -0.99], [-0.23, 0.06, 0.09], [0.11, 0.21, -0.13], [-0.09, -0.25, 0.13], [-0.04, 0.10, 0.02], [0.02, -0.02, 0.05], [-0.12, 0.07, -0.13], [-0.08, 0.02, 0.05], [-0.01, -0.01, 0.01], [-0.05, -0.37, 0.45], [-0.47, 0.07, 0.25], [0.59, -0.13, -0.09], [-0.30, -0.19, -0.33], [0.85, 0.89, 0.01]],
  "de_lowest_kcal_mol": 57.1,
  "homo_energy_ev": [0.001, -0.064],
  "total_charge": -2,
  "s_squared": 0.760,
  "spin_multiplicity": 2
}



One value per record, in order, for E: -404.7022; -8353.9990; -6715.5792 hartree.
One value per record, in order, for largest force on an atom: 1.31; 5.15; 3.97 eV/Å.